Version A
Density functional theory data (ωB97M-V/def2-TZVPD) for C10H30F2O5Pb as an isolated structure.

Values from the calculation:
* HOMO-LUMO gap: 4.4 eV
* HOMO: -8.44 eV
* E_LUMO: -0.1500 Eh

Positions of all 48 atoms, in Å:
Pb  -32.01317  -30.71348  -24.47569
F  -32.96247  -34.47798  -24.66575
F  -31.35489  -26.84448  -25.15800
O  -32.63890  -30.15765  -20.03040
O  -28.32735  -31.61917  -22.08458
O  -33.61740  -30.41516  -28.93750
O  -28.56245  -31.68232  -27.21690
O  -36.60670  -29.87801  -24.43249
C  -27.30239  -31.35521  -27.79722
C  -27.82888  -32.80929  -21.58027
C  -32.31992  -29.29306  -18.94272
C  -27.88267  -32.89852  -20.04833
C  -37.78938  -30.65900  -24.33836
C  -34.61190  -28.41113  -29.72156
C  -33.37761  -29.29947  -29.72218
C  -32.00400  -27.93947  -19.49913
C  -26.77733  -30.03010  -27.27551
C  -38.43026  -30.68693  -25.72650
H  -31.22347  -27.94702  -20.25993
H  -35.54658  -28.93691  -29.91650
H  -27.33151  -33.79942  -19.77870
H  -25.78779  -29.91193  -27.71704
H  -33.18253  -29.59329  -30.75354
H  -33.03330  -30.90432  -19.57375
H  -38.56014  -30.22246  -23.70317
H  -31.67269  -27.21874  -18.75156
H  -28.48308  -33.57360  -21.99973
H  -33.23085  -29.23810  -18.34667
H  -28.78835  -32.53267  -27.60093
H  -26.69883  -29.92340  -26.19359
H  -32.45039  -28.86006  -29.35437
H  -28.90807  -32.93445  -19.68040
H  -27.34019  -32.06561  -19.60104
H  -27.45614  -31.27642  -28.87344
H  -37.64364  -31.67344  -23.96717
H  -34.66232  -27.95895  -28.73105
H  -39.12952  -31.51629  -25.83279
H  -27.80723  -30.93572  -21.65566
H  -36.85339  -28.95243  -24.36886
H  -32.89735  -27.49592  -19.93878
H  -34.49846  -27.68570  -30.52716
H  -26.87234  -33.03428  -22.05199
H  -37.67321  -30.84404  -26.49480
H  -26.63104  -32.19393  -27.61297
H  -27.41117  -29.17606  -27.51417
H  -34.15612  -31.04905  -29.41662
H  -39.01836  -29.81565  -26.01481
H  -31.54150  -29.74665  -18.32919

Version B
Density functional theory data (ωB97M-V/def2-TZVPD) for C10H30F2O5Pb as an isolated structure.

Values from the calculation:
* HOMO-LUMO gap: 8.7 eV
* HOMO: -7.94 eV
* E_LUMO: 0.0269 Eh

Positions of all 48 atoms, in Å:
Pb  -15.62268  4.32641  -15.62508
F  -16.25982  2.01388  -16.09709
F  -14.84359  6.55325  -15.20326
O  -17.16398  4.14522  -13.54977
O  -15.84656  4.71955  -18.19532
O  -14.11312  3.53741  -13.58388
O  -13.30860  3.79688  -16.58350
O  -17.94065  5.47507  -16.17451
C  -12.27335  4.75095  -16.79052
C  -13.65628  2.23619  -13.18390
C  -14.59549  1.62901  -12.15801
C  -15.73702  6.03720  -18.77632
C  -11.27390  4.73750  -15.64297
C  -14.49917  6.10414  -19.64209
C  -16.26377  5.64686  -11.89976
C  -17.41724  5.38960  -12.86823
C  -18.89757  4.69319  -16.88414
C  -19.86723  4.07817  -15.87942
H  -14.14709  0.68569  -11.84186
H  -15.40394  5.93491  -12.50929
H  -11.80150  5.01786  -14.72567
H  -11.76764  4.63097  -17.75210
H  -16.55973  6.37841  -11.14950
H  -13.63819  1.59070  -14.06547
H  -18.39288  5.45982  -12.38286
H  -19.34200  3.44871  -15.16548
H  -16.62483  6.27320  -19.37072
H  -13.76583  4.13479  -12.91204
H  -15.97723  4.10675  -18.92672
H  -14.48719  5.37563  -20.45605
H  -10.47263  5.46948  -15.74081
H  -20.62211  3.44356  -16.35011
H  -12.98194  2.92852  -16.84514
H  -18.43185  3.88995  -17.45464
H  -15.90754  4.74092  -11.40607
H  -17.74436  3.45603  -13.21350
H  -14.75302  2.33316  -11.34016
H  -14.57070  7.05689  -20.18228
H  -10.88110  3.75289  -15.37664
H  -18.38272  6.24806  -15.81093
H  -13.53771  6.08656  -19.13580
H  -15.56419  1.43050  -12.61450
H  -15.75654  6.76928  -17.96960
H  -17.44047  6.19502  -13.60395
H  -12.76026  5.72803  -16.78365
H  -20.41499  4.87132  -15.36376
H  -19.43432  5.27942  -17.63625
H  -12.60630  2.28329  -12.88124

Name the least stable of them. version A.

Version A
Density functional theory data (ωB97M-V/def2-TZVPD) for a 2-piece molecular cluster, C3H12N2O overall.

Values from the calculation:
* HOMO-LUMO gap: 10.3 eV
* HOMO: -9.26 eV
* E_LUMO: 0.0367 Eh
* SMILES: CCO.NCN

Positions of all 18 atoms, in Å:
O  -2.59457  2.09942  -1.18249
N  3.68865  -4.23238  1.59658
N  3.12916  -1.78292  1.24274
C  -4.47127  3.58962  -1.57918
C  -3.30810  3.22619  -0.68920
C  3.62450  -3.08980  0.71629
H  -3.00941  1.78076  -1.98733
H  2.94188  -3.36998  -0.09937
H  -3.59839  2.87609  0.31993
H  -5.21740  2.81340  -1.73794
H  3.92370  -1.17476  1.06655
H  4.60530  -3.03532  0.22989
H  -5.13368  4.36517  -1.17133
H  -4.05985  3.96354  -2.51829
H  -2.71528  4.10714  -0.41963
H  3.15711  -4.05262  2.44410
H  2.44604  -1.49018  0.55676
H  4.59082  -4.48503  1.98275

Version B
Density functional theory data (ωB97M-V/def2-TZVPD) for a 3-piece molecular cluster, C3H12N2O overall.

Values from the calculation:
* HOMO-LUMO gap: 10.2 eV
* HOMO: -9.31 eV
* E_LUMO: 0.0312 Eh
* SMILES: C=C.NCO.N

Positions of all 18 atoms, in Å:
O  1.20419  -1.10514  0.11077
N  1.89505  1.03958  0.95445
N  -0.20465  -0.04689  -2.12633
C  -2.56795  0.07953  0.36898
C  -1.91054  -0.21073  1.47848
C  2.28188  -0.22310  0.33745
H  -3.39874  0.76705  0.37650
H  1.17796  0.78435  1.63214
H  -2.01261  0.40436  2.36321
H  1.49271  1.67220  0.27572
H  -0.95911  0.21870  -1.52655
H  -2.41348  -0.42794  -0.56890
H  2.80210  -0.01962  -0.60451
H  -0.34521  -0.85447  -2.70558
H  2.97580  -0.72837  1.00505
H  0.66282  -0.70448  -0.60518
H  0.63092  0.45908  -2.33857
H  -1.31114  -1.10411  1.57287

Name the least stable of them. version B.